{"formula": "C2H8N2S", "method": "wB97M-V/def2-TZVPD", "elements": ["C", "S", "H", "H", "H", "N", "C", "N", "H", "H", "H", "H", "H"], "coordinates": [[0.777966, 0.832085, -2.523062], [-0.401621, 1.682442, -1.414524], [1.104660, 1.486153, -3.302906], [0.178715, -0.033411, -2.813996], [1.644945, 0.536738, -1.957623], [0.205590, 0.266840, 0.993308], [-0.093698, -0.925306, 1.400042], [-0.916442, -1.268638, 2.412636], [-0.121799, 1.014145, 1.599592], [0.233576, 0.594682, -0.099264], [0.288086, -1.725151, 0.781055], [-1.539594, -1.995577, 2.093862], [-1.360384, -0.465004, 2.830881]], "forces_ev_per_angstrom": [[-0.738, 0.456, 1.092], [0.395, 0.230, -1.116], [-0.229, 0.122, -0.764], [0.350, -0.053, -0.523], [0.276, -0.386, 0.242], [0.114, 0.173, 0.485], [-0.522, -0.299, -0.873], [0.895, 0.860, -0.998], [-0.040, 0.226, -0.276], [0.105, -0.336, 1.679], [-0.166, -0.317, -0.029], [-0.068, -0.500, 0.694], [-0.371, -0.176, 0.386]], "de_lowest_kj_mol": 79.7, "homo_energy_ev": [-14.179, -13.813], "total_charge": 1, "spin_multiplicity": 2, "gap_ev": [10.4, 7.3]}